1.
{"formula": "C28H22Br2F4O6PPdSeTe", "method": "ωB97M-V/def2-TZVPD", "lumo_ev": 2.132, "e_tot_ha": -10217.85898, "de_lowest_ev": 0.4138, "homo_energy_ev": -5.09, "total_charge": -1, "elements": ["Pd", "F", "C", "C", "F", "C", "F", "C", "P", "C", "C", "C", "C", "C", "C", "C", "C", "C", "C", "C", "C", "C", "Br", "C", "F", "H", "H", "H", "H", "H", "H", "H", "H", "H", "H", "O", "Se", "O", "O", "O", "Br", "O", "C", "O", "H", "C", "C", "C", "C", "C", "C", "Te", "C", "C", "C", "H", "H", "H", "H", "H", "H", "H", "H", "H", "H", "H"], "coordinates": [[-0.05508, 2.16550, -0.90698], [-1.87728, 6.82076, 4.22210], [-1.59355, 5.71816, 3.52818], [-1.50877, 4.50243, 4.17655], [-1.70885, 4.43104, 5.49382], [-1.21608, 3.36294, 3.44550], [-1.16012, 2.22722, 4.15120], [-0.99082, 3.39176, 2.07796], [-0.65657, 1.78173, 1.18664], [-2.26472, 0.96729, 1.48577], [-2.52185, 0.16102, 2.59297], [-3.78534, -0.37780, 2.78703], [-4.80544, -0.10154, 1.88765], [-4.56123, 0.72191, 0.80105], [-3.29673, 1.25665, 0.59955], [0.55189, 0.95040, 2.24827], [0.62211, -0.43708, 2.22879], [1.58262, -1.09845, 2.98427], [2.47524, -0.37550, 3.75809], [2.41962, 1.01339, 3.76410], [1.47069, 1.67531, 3.00392], [-1.09556, 4.63065, 1.43669], [-0.90286, 4.84748, -0.41724], [-1.39140, 5.77795, 2.16335], [-1.49611, 6.96758, 1.57111], [-1.74626, -0.04895, 3.31401], [-3.96937, -1.01356, 3.64362], [-5.78883, -0.53033, 2.03519], [-5.34561, 0.93481, 0.08654], [-3.10725, 1.86198, -0.27657], [-0.06041, -1.00450, 1.60853], [1.63270, -2.17943, 2.95637], [3.22398, -0.89034, 4.34687], [3.13027, 1.58322, 4.34864], [1.45456, 2.75670, 2.98893], [-2.96705, -0.82567, -3.13254], [-1.71758, -0.22974, -2.27574], [-1.34644, -0.98609, -0.88181], [-1.78905, 1.46062, -1.98232], [-0.34507, -0.35027, -3.35151], [2.15790, 2.64883, -0.21667], [-0.33423, 4.57726, -3.11998], [0.21832, 3.55113, -3.48253], [0.53437, 2.53130, -2.77039], [0.55242, 3.42331, -4.53043], [2.70083, -6.57177, -3.12135], [2.38479, -5.10738, -2.97894], [2.26843, -4.28573, -4.09275], [1.98057, -2.93006, -3.97263], [1.85504, -2.11377, -5.23578], [1.79577, -2.37204, -2.70173], [1.45741, -0.28825, -2.52328], [1.87876, -3.19213, -1.56917], [1.64860, -2.69367, -0.16615], [2.18378, -4.54240, -1.72905], [2.78582, -6.85484, -4.17031], [1.92095, -7.18604, -2.66753], [3.64158, -6.82229, -2.62714], [2.39956, -4.70994, -5.08262], [1.92127, -2.76024, -6.11063], [2.64279, -1.36061, -5.29509], [0.90380, -1.58138, -5.27026], [0.97825, -1.83835, -0.16890], [2.58530, -2.38806, 0.30688], [1.20357, -3.48197, 0.44280], [2.24195, -5.17017, -0.84495]], "mulliken_charge": [0.429, -0.307, 0.564, 0.216, -0.308, 0.071, -0.424, 0.032, 1.555, 1.008, -0.012, -0.806, -0.537, -0.637, -0.815, 0.795, -0.725, -0.831, -0.662, -0.742, -0.571, -0.130, -0.020, 0.228, -0.331, 0.352, 0.411, 0.375, 0.438, 0.302, 0.732, 0.454, 0.392, 0.415, 0.530, -0.715, 1.108, -0.539, -0.740, -0.447, -0.701, -0.604, -0.174, -0.154, 0.351, -1.441, 0.707, -1.077, 0.946, -1.575, -0.351, 0.436, 1.504, -1.072, -1.002, 0.343, 0.332, 0.317, 0.223, 0.370, 0.326, 0.280, -0.283, 0.401, 0.402, 0.388]}



2.
{"formula": "C28H22BrCl2F5IrN2O2SSe", "method": "ωB97M-V/def2-TZVPD", "lumo_ev": [-7.302, -7.971], "spin_multiplicity": 6, "e_tot_ha": -8237.08698, "s2": 8.7969, "de_lowest_ev": 1.2820, "homo_energy_ev": [-12.86, -14.02], "total_charge": 2, "elements": ["Ir", "C", "C", "C", "C", "C", "Br", "N", "C", "H", "H", "H", "H", "H", "H", "Cl", "C", "C", "C", "C", "C", "Cl", "C", "N", "C", "C", "C", "C", "C", "C", "C", "C", "O", "O", "H", "H", "H", "H", "H", "H", "H", "H", "H", "H", "C", "S", "C", "H", "H", "H", "H", "H", "H", "F", "C", "C", "F", "C", "F", "C", "Se", "C", "F", "C", "F"], "coordinates": [[-0.76695, 0.63286, -1.17398], [-3.94225, 1.56107, -5.68442], [-2.79850, 2.09327, -4.86838], [-2.10339, 3.24709, -5.20827], [-1.05518, 3.69685, -4.42381], [-0.72450, 2.96712, -3.30034], [0.69299, 3.50749, -2.19546], [-1.37890, 1.85612, -2.94172], [-2.38935, 1.44033, -3.71979], [-4.08908, 2.15518, -6.58336], [-4.87184, 1.58305, -5.11619], [-3.75490, 0.53268, -5.99147], [-2.38073, 3.80091, -6.09596], [-0.50351, 4.59032, -4.67459], [-2.88628, 0.53664, -3.39274], [3.32318, 3.93676, 2.33587], [2.74155, 3.04170, 3.70193], [2.44544, 3.71085, 4.87362], [1.99471, 2.98039, 5.96479], [1.81366, 1.61065, 5.87522], [2.10039, 0.94978, 4.69025], [1.72704, -0.73710, 4.57438], [2.60393, 1.65635, 3.60349], [2.90716, 1.05278, 2.35720], [3.67065, -0.00910, 2.11550], [4.42603, -0.60923, 3.16790], [5.16487, -1.73029, 2.92037], [5.18582, -2.27261, 1.62984], [4.51105, -1.64761, 0.57146], [3.77202, -0.50817, 0.76062], [3.24381, 0.22284, -0.45589], [1.74697, 0.36165, -0.59974], [1.13664, -0.35605, -1.44550], [1.11439, 1.21513, 0.07564], [2.57912, 4.78022, 4.92640], [1.77103, 3.48909, 6.89108], [1.43090, 1.04329, 6.71057], [2.41531, 1.48122, 1.55940], [4.41118, -0.15481, 4.14558], [5.74083, -2.18866, 3.71000], [5.76428, -3.16310, 1.43147], [4.60395, -2.05715, -0.42482], [3.61452, -0.30027, -1.33551], [3.66155, 1.23584, -0.48445], [-1.67818, -1.56081, 2.17599], [-0.40470, -1.32552, 0.92977], [-0.36917, -2.95544, 0.16884], [-1.32877, -2.22069, 2.96680], [-2.58602, -1.96790, 1.73325], [-1.89990, -0.58685, 2.60936], [-1.38335, -3.32090, -0.00023], [0.17214, -3.66627, 0.78789], [0.13802, -2.84842, -0.78814], [-5.99533, -3.75478, -2.66317], [-4.97418, -3.34130, -1.90613], [-5.03240, -3.31753, -0.43058], [-4.17039, -3.81392, 0.43620], [-4.99118, -2.01318, -1.12974], [-6.05695, -1.20585, -1.14981], [-3.64252, -1.38161, -1.33989], [-3.19515, 0.13354, -0.54743], [-2.88508, -2.26125, -2.16573], [-1.60317, -2.08842, -2.47997], [-3.61449, -3.35854, -2.49968], [-3.16885, -4.37974, -3.18379]], "mulliken_spin": [2.509, 0.000, 0.006, 0.006, 0.002, -0.014, 0.011, 0.147, -0.058, 0.000, 0.000, 0.000, 0.000, 0.001, -0.005, 0.008, 0.045, -0.015, 0.034, -0.016, 0.026, 0.005, -0.024, 0.319, 0.133, 0.166, -0.027, 0.233, -0.046, 0.164, 0.010, -0.015, 0.069, 0.028, 0.000, 0.002, 0.000, -0.039, 0.003, 0.003, 0.003, 0.002, 0.001, 0.011, -0.002, 0.127, -0.010, 0.008, 0.002, -0.001, 0.002, 0.008, 0.003, 0.014, 0.032, 0.824, 0.044, -0.006, 0.017, 0.054, 0.126, 0.045, 0.014, 0.015, -0.001]}



3.
{"formula": "C28H22BrN8O3Zr", "method": "ωB97M-V/def2-TZVPD", "lumo_ev": -3.749, "e_tot_ha": -4364.98290, "de_lowest_ev": 2.7337, "homo_energy_ev": -9.31, "total_charge": 1, "elements": ["Zr", "O", "C", "C", "C", "C", "C", "C", "C", "O", "N", "N", "C", "C", "C", "C", "C", "C", "C", "O", "H", "H", "H", "H", "H", "H", "H", "H", "H", "H", "N", "C", "N", "C", "N", "N", "C", "N", "C", "C", "C", "C", "C", "N", "H", "H", "H", "H", "H", "H", "H", "H", "Br", "C", "C", "C", "C", "C", "C", "H", "H", "H", "H"], "coordinates": [[-0.39324, -0.22371, -0.47572], [2.01541, 0.16298, 4.69624], [1.06517, -0.77986, 4.77126], [0.91750, -1.43807, 5.99270], [-0.03870, -2.41746, 6.14368], [-0.87767, -2.77319, 5.08448], [-0.74146, -2.13073, 3.87827], [0.22391, -1.12690, 3.69578], [0.32306, -0.47892, 2.39783], [-0.50909, -0.85514, 1.44654], [1.22055, 0.45008, 2.18350], [1.15976, 0.93883, 0.88706], [2.02631, 1.84332, 0.62143], [2.15309, 2.54672, -0.65214], [3.28914, 3.34058, -0.83565], [3.49435, 4.04622, -2.00779], [2.55728, 3.97985, -3.02864], [1.41624, 3.20436, -2.87357], [1.23251, 2.51074, -1.69674], [0.07746, 1.71340, -1.58519], [2.01677, 0.53250, 3.79077], [1.57198, -1.15629, 6.80591], [-0.13737, -2.91645, 7.09898], [-1.62402, -3.54411, 5.21293], [-1.37636, -2.38846, 3.04216], [2.73458, 2.11696, 1.40068], [4.01924, 3.39313, -0.03786], [4.38338, 4.64990, -2.12434], [2.70832, 4.52983, -3.94729], [0.67225, 3.13957, -3.65636], [2.93443, -0.54341, -2.36402], [2.16232, -1.58366, -1.96024], [2.70532, -2.73815, -1.72532], [1.85725, -3.68453, -1.20082], [2.46047, -4.81771, -0.81175], [0.55544, -3.58090, -1.06504], [0.01771, -2.40555, -1.48996], [0.83365, -1.30129, -1.77784], [-1.38052, -2.20414, -1.46126], [-2.28557, -3.24736, -1.05030], [-3.61001, -3.07500, -1.24280], [-4.10440, -1.85810, -1.81850], [-3.25227, -0.83556, -2.02391], [-1.90798, -0.92644, -1.72733], [3.88335, -0.77619, -2.60858], [2.49186, 0.18931, -2.89247], [3.44324, -4.93268, -0.97644], [1.90116, -5.58714, -0.49190], [-1.86549, -4.16337, -0.66245], [-4.30351, -3.86442, -0.98660], [-5.15170, -1.74124, -2.05516], [-3.58506, 0.12674, -2.38948], [-5.36631, 4.07159, -0.51249], [-3.65279, 3.37559, -0.84552], [-3.31745, 2.97650, -2.13590], [-2.06468, 2.44683, -2.38743], [-1.16386, 2.34974, -1.33974], [-1.47769, 2.75036, -0.04989], [-2.74640, 3.26385, 0.19587], [-4.04011, 3.07031, -2.93452], [-1.78962, 2.09595, -3.37315], [-0.74327, 2.69720, 0.74403], [-3.01782, 3.58323, 1.19200]], "mulliken_charge": [1.231, -0.633, 0.388, -0.679, -0.343, -0.827, -0.529, 0.265, 1.288, -1.001, -1.328, 0.462, -0.655, 1.401, -1.043, -0.800, -0.619, -0.453, -0.271, 0.460, 0.550, 0.445, 0.387, 0.439, 0.445, 0.351, 0.466, 0.429, 0.454, 0.450, -0.259, 0.386, -0.699, 0.481, -0.352, -0.644, -0.282, -0.252, 1.242, -0.806, -0.437, -0.729, -0.147, -0.074, 0.267, 0.198, 0.247, 0.244, 0.500, 0.449, 0.433, 0.266, -0.133, -0.079, -0.395, -0.596, 0.176, 0.198, -0.868, 0.493, 0.517, 0.436, 0.491]}



4.
{"formula": "C28H22F3N2O6PS2V", "method": "ωB97M-V/def2-TZVPD", "lumo_ev": [-3.598, -3.604], "spin_multiplicity": 3, "e_tot_ha": -4022.33980, "s2": 2.0291, "de_lowest_ev": 2.8413, "homo_energy_ev": [-11.40, -11.62], "total_charge": 1, "elements": ["V", "N", "C", "C", "C", "C", "C", "C", "C", "C", "N", "C", "H", "H", "H", "H", "H", "H", "H", "H", "O", "S", "O", "O", "C", "C", "C", "C", "C", "C", "P", "C", "C", "C", "C", "C", "C", "C", "C", "C", "C", "C", "C", "H", "H", "H", "H", "H", "H", "H", "H", "H", "H", "H", "H", "H", "H", "F", "C", "F", "F", "S", "O", "O", "O"], "coordinates": [[0.37972, 0.81878, -0.48322], [2.43953, 1.45726, -0.45174], [3.38245, 0.37814, -0.42860], [4.69718, 0.47419, -0.78340], [5.53515, -0.65751, -0.68556], [5.05242, -1.84816, -0.22288], [3.69115, -1.97082, 0.14218], [3.10764, -3.16439, 0.61474], [1.77544, -3.18796, 0.91893], [1.01262, -2.02597, 0.72552], [1.51437, -0.89041, 0.28920], [2.85387, -0.84589, 0.01663], [2.52525, 2.03848, 0.38265], [2.57118, 2.12601, -1.22382], [5.09786, 1.41889, -1.12982], [6.57341, -0.56780, -0.97371], [5.69926, -2.71157, -0.13555], [3.72029, -4.05009, 0.72954], [1.28949, -4.08182, 1.28224], [-0.05093, -2.04651, 0.92452], [-3.64735, 2.09337, -0.55199], [-2.15917, 2.64800, -0.30320], [-1.90018, 2.04237, 1.16704], [-1.34647, 1.75322, -1.18372], [-3.90007, 0.71451, -0.44274], [-5.03999, 0.28321, -1.09069], [-5.39452, -1.05481, -1.01472], [-4.61404, -1.94960, -0.29661], [-3.47538, -1.50217, 0.34865], [-3.09604, -0.16086, 0.29318], [-1.56149, 0.37161, 1.07145], [0.11048, -0.41179, -2.06615], [-0.62500, -1.58884, -2.16016], [-0.78019, -2.23333, -3.38020], [-0.19321, -1.70632, -4.52386], [0.54727, -0.53619, -4.44462], [0.69796, 0.10274, -3.21874], [-1.60256, -0.12134, 2.77876], [-2.78505, -0.42054, 3.45810], [-2.73567, -0.75125, 4.80012], [-1.51564, -0.77502, 5.46712], [-0.33767, -0.47429, 4.79725], [-0.37862, -0.15389, 3.45040], [-5.63102, 0.99820, -1.64598], [-6.28686, -1.39741, -1.52071], [-4.89208, -2.99272, -0.23609], [-2.87605, -2.20566, 0.91713], [-1.10311, -2.01920, -1.28461], [-1.36325, -3.14400, -3.44189], [-0.31850, -2.20423, -5.47630], [1.00109, -0.11545, -5.33260], [1.25677, 1.03887, -3.19697], [-3.73669, -0.38909, 2.94185], [-3.64841, -0.98554, 5.33086], [-1.48426, -1.02906, 6.51852], [0.60756, -0.49156, 5.32246], [0.54078, 0.07223, 2.92310], [2.19087, 6.33800, -0.93958], [1.82588, 5.36604, -0.11876], [2.92837, 4.76826, 0.35764], [1.15462, 5.88371, 0.90224], [0.80664, 4.12846, -1.02056], [0.53892, 3.13557, 0.04279], [-0.35945, 4.81376, -1.48377], [1.71346, 3.59918, -2.02134]], "mulliken_spin": [2.023, 0.024, 0.008, 0.001, -0.003, 0.004, -0.002, 0.009, -0.003, 0.039, -0.119, 0.043, 0.012, 0.000, 0.000, 0.000, 0.000, 0.000, 0.000, -0.008, 0.000, -0.001, -0.004, 0.004, -0.005, 0.001, -0.001, 0.001, -0.003, 0.008, 0.062, -0.210, 0.022, -0.007, 0.021, -0.015, 0.071, -0.050, -0.002, 0.000, 0.000, 0.005, 0.027, 0.000, 0.000, 0.000, 0.000, 0.008, 0.000, 0.001, -0.001, 0.010, 0.000, 0.000, 0.000, 0.000, -0.008, 0.000, 0.000, 0.000, 0.000, 0.007, 0.026, 0.000, 0.004]}